No. 1
Formula: H80O40
Source: the OMol25 dataset
Level of theory: ωB97M-V with the def2-TZVPD basis set

```
! RIJCOSX wB97M-V def2-TZVPD def2/J DEFGRID3
* xyz -1 2
H -0.19 -0.51 2.61
H -0.60 0.58 1.29
O -0.14 -0.03 1.79
H 3.23 1.91 4.98
H 3.23 1.62 3.60
O 3.70 2.17 4.23
H -3.14 0.79 -3.97
H -4.01 -0.51 -3.91
O -4.01 0.43 -4.02
H -0.53 6.10 -0.89
H 0.91 5.76 -0.85
O 0.25 6.28 -1.35
H 2.67 -4.76 0.51
H 2.31 -5.95 1.53
O 2.08 -5.17 1.06
H -2.67 0.82 2.80
O -1.99 0.64 3.52
H 1.84 0.10 -5.08
O 2.69 0.20 -4.65
H 2.47 5.26 1.28
H 2.87 4.47 0.28
O 2.17 5.11 0.32
H 4.40 -5.01 -2.37
H 3.83 -4.17 -1.28
O 4.44 -4.87 -1.41
H 1.31 2.02 1.64
H 1.38 2.82 2.81
O 1.94 2.11 2.56
H 2.99 3.34 -3.75
H 2.79 4.01 -2.64
O 3.45 4.02 -3.29
H -1.97 3.99 -0.04
O -2.13 4.01 -0.93
H -2.31 -2.37 5.47
H -3.26 -1.39 4.73
O -3.18 -2.18 5.15
H -1.70 -4.53 -4.02
H -0.26 -5.12 -4.49
O -1.07 -5.26 -4.01
H -5.86 0.04 -0.07
H -6.71 -1.32 -0.26
O -6.69 -0.39 -0.13
H 5.94 1.74 -2.20
H 5.68 3.00 -2.52
O 5.70 2.12 -3.01
H -2.91 -3.74 1.23
H -2.40 -2.37 0.80
O -2.68 -2.88 1.61
H -3.32 1.11 -1.33
H -3.59 2.53 -1.61
O -3.42 1.96 -0.87
H -2.01 -4.54 -1.48
O -1.86 -3.71 -0.96
H -3.04 -3.31 -5.07
H -3.64 -2.99 -3.83
O -3.34 -3.79 -4.31
H 0.13 1.79 6.11
O 0.14 2.63 5.60
H -5.41 0.09 3.72
H -5.97 -0.93 2.67
O -5.15 -0.53 3.00
H 1.12 -1.29 0.44
H 2.19 -2.03 -0.60
O 1.25 -1.66 -0.45
H 3.69 -1.79 4.99
H 2.94 -2.94 5.33
O 3.83 -2.70 5.22
H 1.81 -0.94 3.35
H 1.61 0.48 3.20
O 1.96 -0.15 3.78
H 4.86 -3.67 0.73
H 4.06 -3.30 2.02
O 4.09 -3.23 0.99
H -4.96 -3.27 -0.78
H -3.65 -2.42 -1.33
O -4.62 -2.50 -1.40
H 4.33 2.60 1.21
H 5.85 2.87 1.33
O 5.09 3.03 0.76
H -5.26 2.02 1.26
H -5.66 3.11 0.21
O -5.39 2.98 1.11
H -0.89 0.35 -1.24
H -0.58 -0.10 -2.66
O -1.27 0.21 -2.09
H 2.01 3.94 3.75
H 1.97 5.34 2.95
O 1.46 4.44 3.13
H 4.75 0.53 2.90
O 4.49 0.30 2.03
H -4.76 -2.62 1.25
H -6.20 -2.19 1.69
O -5.67 -2.81 1.08
H -1.72 -2.87 -1.49
H -1.84 -0.31 3.53
H -0.57 2.89 6.13
H 3.17 0.74 -5.29
H -2.87 4.32 -1.40
H 3.68 -0.25 1.99
O 1.66 -2.04 -3.97
H 1.09 -1.72 -3.17
H 2.29 -1.30 -4.17
O -2.28 -1.44 -5.39
H -1.89 -0.59 -5.15
H -2.30 -1.42 -6.37
O 2.79 2.60 -0.45
H 3.65 2.81 -0.93
H 2.70 1.73 -0.04
O 0.28 -2.90 3.04
H 0.27 -3.70 2.50
H -0.58 -2.45 2.86
O 3.86 -0.38 -1.61
H 3.45 -0.04 -2.42
H 4.52 0.13 -1.14
O -0.74 1.04 -5.91
H -1.40 1.78 -6.01
H -0.35 1.14 -6.73
O -1.19 2.06 0.45
H -1.60 2.13 -0.41
H -1.93 2.21 1.10
*
```

For the LUMO energy (spin up / spin down), the calculation gives 1.4 / 1.5 eV. As for the relative energy (zero: lowest compared OMol25 entry of this formula, charge and spin): 6.745 eV. The calculation puts the frontier orbital gap (spin up / spin down) at 0.0724 / 0.3630 Ha.

No. 2
Formula: H80O40
Source: the OMol25 dataset
Level of theory: ωB97M-V with the def2-TZVPD basis set

```
! RIJCOSX wB97M-V def2-TZVPD def2/J DEFGRID3
* xyz 0 1
H 2.19 -0.90 0.55
H 0.95 -0.17 0.16
O 1.35 -1.04 0.08
H 5.51 2.43 1.71
H 4.49 1.47 2.23
O 4.56 2.14 1.61
H 0.38 2.89 0.36
H -0.97 2.86 0.95
O -0.01 3.30 1.15
H -2.65 -2.77 -5.07
H -3.17 -4.20 -4.58
O -3.23 -3.29 -4.37
H 4.79 1.06 0.21
H 6.42 1.12 -0.33
O 5.59 0.74 -0.40
H 1.36 4.77 -0.17
O 1.17 4.36 -1.15
H -3.45 0.87 -5.38
O -4.10 0.32 -4.94
H -3.04 2.23 1.46
H -3.52 3.68 1.35
O -3.06 2.93 0.87
H 1.79 -0.87 3.89
H 0.71 -0.85 2.73
O 1.62 -0.87 2.84
H 3.60 1.78 -2.46
H 4.77 1.17 -2.21
O 4.61 1.86 -2.64
H 0.96 -1.79 -4.26
H 1.13 -2.49 -2.86
O 0.42 -2.17 -3.49
H 3.04 3.80 2.09
O 2.90 4.51 2.69
H -2.04 -0.68 -0.71
H -3.34 -1.27 -1.20
O -2.62 -1.40 -0.66
H -5.15 -1.18 -0.72
H -4.91 -2.92 -0.99
O -5.30 -2.14 -0.36
H 4.09 3.78 -2.93
H 2.85 4.42 -2.33
O 3.30 4.12 -3.15
H 3.53 2.38 -5.00
H 2.48 2.77 -3.95
O 2.68 2.23 -4.69
H -4.09 -0.18 1.95
H -3.32 -0.89 0.98
O -3.18 -0.52 1.88
H -0.22 1.03 -5.26
H -0.07 1.76 -6.51
O -0.57 1.13 -6.16
H 3.59 -4.68 3.39
O 3.40 -3.78 3.08
H -0.27 0.99 2.64
H -1.32 0.14 1.71
O -0.50 0.62 1.73
H -3.66 0.98 3.49
O -2.89 1.62 3.55
H -4.09 -4.13 2.62
H -4.71 -3.92 1.22
O -4.93 -4.20 2.19
H -1.26 -6.89 0.23
H -0.16 -6.26 -0.75
O -0.49 -6.42 0.16
H 0.77 2.63 2.37
H 0.80 3.22 3.80
O 1.08 2.37 3.21
H -2.27 -1.07 -2.98
H -3.70 -0.74 -3.67
O -3.00 -0.55 -3.01
H -0.83 3.87 -1.45
H -2.29 3.22 -1.27
O -1.68 3.89 -1.74
H -1.96 0.49 5.31
H -0.86 1.61 5.46
O -1.56 1.19 5.92
H 3.05 -1.64 2.05
H 4.42 -2.69 2.16
O 3.92 -1.98 1.72
H -2.21 -1.50 2.51
H -1.35 -2.64 3.06
O -1.56 -1.77 3.19
H 2.47 -1.51 -1.78
H 2.24 -0.33 -2.44
O 2.67 -1.11 -2.54
H 0.05 -3.83 1.43
H 0.30 -2.33 2.02
O 0.19 -3.26 2.23
H 5.00 -2.37 -0.82
O 4.87 -2.35 -1.79
H -0.74 -5.83 2.28
H -1.54 -4.70 2.32
O -1.50 -5.44 2.80
H 2.52 -3.80 2.67
H 1.08 5.01 -1.96
H -2.66 1.57 4.55
H -4.30 0.82 -4.14
H 3.84 4.69 2.79
H 4.05 -2.02 -2.09
O -4.22 1.37 -1.03
H -3.53 1.94 -0.42
H -3.68 1.06 -1.63
O 1.19 -4.39 -1.06
H 1.51 -4.67 -0.19
H 1.98 -4.21 -1.62
O -4.27 -0.35 4.34
H -4.52 -0.66 3.43
H -3.37 -0.93 4.40
O 1.80 -1.23 -5.73
H 2.64 -1.66 -5.69
H 1.87 -0.44 -5.22
O -2.56 6.28 0.87
H -3.13 5.70 0.38
H -1.71 5.97 0.71
O 3.59 1.60 4.17
H 3.58 2.43 4.67
H 2.92 1.69 3.42
O -0.11 1.69 -1.35
H 0.47 1.02 -1.65
H -0.90 1.42 -1.12
*
```

For the LUMO energy, the calculation gives -0.6 eV. As for the relative energy (zero: lowest compared OMol25 entry of this formula, charge and spin): 15.205 eV. The calculation puts the frontier orbital gap at 0.3675 Ha.

No. 3
Formula: H80O40
Source: the OMol25 dataset
Level of theory: ωB97M-V with the def2-TZVPD basis set

```
! RIJCOSX wB97M-V def2-TZVPD def2/J DEFGRID3
* xyz 0 1
H -0.58 -1.25 -0.70
H 0.38 -0.08 -1.15
O 0.34 -0.72 -0.34
H 3.98 0.79 4.96
H 3.59 1.70 3.71
O 3.79 1.70 4.71
H -5.53 -0.79 -2.98
H -5.06 -1.64 -4.21
O -4.83 -1.09 -3.57
H -4.24 2.58 -3.52
H -4.64 2.15 -4.83
O -4.85 2.79 -4.20
H 2.27 -5.23 3.89
H 3.10 -4.28 3.08
O 2.64 -4.45 3.81
H -1.22 1.12 1.44
O -1.81 1.04 0.71
H 3.99 0.00 -1.65
O 4.78 -0.42 -1.92
H 3.14 2.07 1.05
H 2.89 3.24 0.39
O 2.63 2.34 0.33
H 3.45 -4.39 -2.63
H 2.91 -3.06 -2.23
O 3.42 -3.77 -1.98
H 2.15 0.48 -2.13
H 2.04 1.51 -1.09
O 1.58 1.19 -1.90
H -1.35 4.34 -2.28
H -1.05 5.69 -2.70
O -0.99 5.20 -1.95
H -0.77 4.75 1.49
O -0.09 5.05 2.08
H -2.93 -3.61 4.02
H -2.70 -3.35 2.38
O -3.15 -3.88 3.04
H -1.11 -3.89 -2.88
H -2.35 -4.21 -2.08
O -1.31 -4.06 -1.97
H -6.24 -2.03 -0.32
H -5.51 -0.77 -0.07
O -5.76 -1.28 -0.85
H 4.90 0.99 0.98
H 5.37 2.20 0.32
O 5.65 1.49 0.87
H -2.31 -3.61 0.32
H -1.26 -2.64 0.02
O -2.02 -2.78 0.31
H -5.92 3.55 -0.75
H -4.79 2.46 -0.78
O -4.99 3.39 -1.02
H 2.37 -4.16 0.87
O 1.87 -4.69 1.49
H -3.41 -1.88 -2.13
H -4.57 -3.20 -2.01
O -3.62 -2.91 -2.08
H -0.38 3.05 4.31
O -0.27 4.02 4.19
H -6.21 2.86 1.21
H -5.15 2.89 2.18
O -5.78 2.27 1.71
H 1.37 -1.38 -2.53
H 2.17 -1.30 -1.23
O 2.22 -1.33 -2.19
H 2.70 -1.45 5.12
H 4.13 -1.38 5.35
O 3.37 -0.76 5.16
H -0.61 0.41 4.45
H 0.51 0.89 5.01
O -0.04 1.18 4.40
H 5.55 -2.43 1.47
H 5.02 -3.39 2.42
O 5.59 -3.36 1.64
H -1.41 -1.23 -2.52
H -2.57 -0.16 -2.67
O -2.18 -0.69 -2.13
H 5.93 0.57 2.41
H 4.63 0.16 3.34
O 5.41 -0.16 2.77
H -2.50 3.49 4.51
H -1.90 2.88 3.24
O -2.71 2.78 3.83
H -1.26 -0.02 -4.22
H 0.07 0.73 -4.94
O -0.31 0.02 -4.49
H 1.90 4.46 1.81
H 2.57 3.98 3.13
O 2.85 4.47 2.40
H 2.08 -0.33 2.09
O 2.00 -1.20 2.19
H -4.37 -1.21 3.24
H -5.29 -0.03 2.76
O -5.23 -1.04 2.77
H 1.02 -4.66 1.07
H -1.77 0.17 0.49
H 0.00 4.28 4.90
H 4.33 -0.99 -2.68
H -0.61 5.68 2.74
H 1.37 -1.41 1.53
O -0.33 -2.63 -5.06
H -0.23 -1.69 -5.01
H 0.49 -2.96 -5.56
O -2.84 0.15 -4.57
H -3.09 0.17 -5.56
H -3.40 -0.43 -4.13
O 3.83 4.12 -0.44
H 4.41 4.32 0.22
H 3.04 4.65 -0.47
O -1.06 -5.37 2.31
H -1.37 -5.07 3.26
H -1.33 -4.76 1.66
O 3.95 -1.98 0.10
H 4.09 -1.31 -0.42
H 4.37 -2.76 -0.23
O 1.03 2.23 -6.33
H 0.25 2.84 -6.28
H 1.65 2.98 -6.01
O -1.05 2.36 -2.99
H -0.41 2.51 -3.66
H -0.50 1.60 -2.42
*
```

For the LUMO energy, the calculation gives -0.4 eV. As for the relative energy (zero: lowest compared OMol25 entry of this formula, charge and spin): 17.835 eV. The calculation puts the frontier orbital gap at 0.3586 Ha.

No. 4
Formula: H80O40
Source: the OMol25 dataset
Level of theory: ωB97M-V with the def2-TZVPD basis set

```
! RIJCOSX wB97M-V def2-TZVPD def2/J DEFGRID3
* xyz 0 1
H 1.78 0.84 -1.11
H 1.29 1.97 -2.04
O 2.07 1.63 -1.47
H -1.90 -1.67 0.97
H -0.53 -2.28 0.44
O -1.44 -2.46 0.74
H -2.47 0.87 0.68
H -2.93 1.40 -0.80
O -2.82 1.50 0.13
H 1.39 -1.59 -1.53
H 1.18 -1.38 -2.99
O 1.62 -0.92 -2.19
H -1.89 -0.04 4.44
H -1.79 -1.50 3.76
O -2.38 -0.68 3.91
H 3.64 4.04 -3.79
O 3.54 3.11 -3.83
H -1.66 -3.91 3.17
O -2.38 -4.45 2.87
H 0.96 4.00 -4.00
H 0.84 3.95 -2.55
O 1.20 4.52 -3.18
H -2.13 2.94 -4.99
H -1.68 1.26 -4.89
O -2.19 2.08 -4.60
H -4.77 1.81 -3.83
H -3.37 1.33 -3.59
O -4.19 1.48 -3.16
H -0.43 3.99 0.99
H 0.86 4.68 1.27
O 0.17 4.73 0.64
H 1.22 -1.10 1.34
O 1.14 -1.17 0.39
H -0.23 0.88 1.74
H -0.92 1.46 3.16
O -0.88 0.79 2.47
H 0.27 2.77 -0.61
H -1.05 2.00 -0.23
O -0.31 2.08 -0.86
H -5.41 -0.63 0.80
H -4.22 -0.55 1.95
O -4.47 -0.81 1.09
H 3.44 -0.74 -1.73
H 4.70 -0.40 -1.14
O 3.90 -0.86 -0.85
H 0.92 2.47 -5.50
H -0.09 1.73 -4.77
O 0.26 2.59 -4.80
H 2.51 -3.69 1.02
H 2.74 -3.53 -0.68
O 3.02 -3.41 0.20
H 3.93 2.66 -0.37
O 3.67 3.50 -0.74
H -4.88 1.20 0.66
H -5.95 2.40 0.06
O -5.73 1.68 0.75
H 5.85 3.19 0.35
O 5.53 2.67 1.00
H -1.93 -2.24 -4.37
H -2.56 -2.98 -5.48
O -1.76 -2.43 -5.32
H 0.31 -3.89 3.04
H 0.25 -3.19 1.58
O 0.42 -4.03 2.10
H -4.19 -4.65 -1.78
H -3.77 -5.75 -0.69
O -3.82 -5.52 -1.61
H 3.34 0.76 5.10
H 2.76 0.31 3.90
O 3.00 -0.08 4.77
H 1.32 -4.01 4.90
H 0.46 -5.07 4.54
O 0.36 -4.08 4.77
H 0.03 -3.06 -4.32
H 1.29 -3.61 -4.33
O 0.74 -3.24 -3.73
H -1.07 1.16 -2.86
H 0.24 0.33 -2.67
O -0.59 0.37 -3.24
H 0.45 -0.38 2.78
H 0.75 -1.68 3.60
O 0.98 -1.17 2.89
H 3.58 -2.34 4.45
H 2.29 -2.01 5.07
O 3.03 -2.74 5.15
H 6.76 -0.63 0.95
H 5.55 -0.02 0.21
O 6.48 0.22 0.50
H -2.98 3.31 -2.26
O -2.77 4.14 -1.90
H -0.19 0.66 -5.97
H -1.06 -0.84 -5.74
O -0.93 0.17 -5.70
H 2.73 3.54 -0.65
H 3.25 2.90 -2.92
H 5.90 1.84 1.43
H -1.96 -4.80 2.05
H 2.13 -1.25 0.17
H -3.61 4.22 -1.50
O -5.36 0.77 3.84
H -5.63 0.72 2.94
H -4.58 0.24 4.01
O -1.15 -5.30 -0.42
H -1.78 -5.65 -1.10
H -1.01 -4.46 -0.83
O 2.65 0.67 1.69
H 3.14 1.00 0.95
H 1.79 1.23 1.62
O -1.54 3.25 3.04
H -2.06 2.84 2.30
H -1.92 4.10 3.34
O -3.05 -2.48 -2.12
H -3.45 -2.31 -1.30
H -2.60 -1.62 -2.54
O 0.16 -0.92 5.33
H 0.55 -1.74 5.62
H 1.04 -0.58 5.03
O 3.52 4.26 2.51
H 3.17 5.07 2.95
H 4.37 4.24 2.07
*
```

For the LUMO energy, the calculation gives -0.5 eV. As for the relative energy (zero: lowest compared OMol25 entry of this formula, charge and spin): 11.640 eV. The calculation puts the frontier orbital gap at 0.3515 Ha.

- What is the formula in the second record?
  H80O40

- What is the relative energy (zero: lowest compared OMol25 entry of this formula, charge and spin) in the fourth record?
  11.640 eV

- Which formula does entry 2 have?
  H80O40

- The highest relative energy (zero: lowest compared OMol25 entry of this formula, charge and spin) belongs to which entry?
  number 3